No. 1
This record from OMol25 describes a 12-piece molecular cluster, C28H87N7O12 overall. The level of theory is ωB97M-V/def2-TZVPD.

Calculated values
**LUMO energy**: 0.43 eV
**E**: -2404.9092 Ha
**ΔE to the lowest compared entry with this formula, charge and spin**: 3.009 eV
**Kohn-Sham gap**: 9.26 eV

Structure (ORCA input):
```
! wB97M-V def2-TZVPD RIJCOSX def2/J DEFGRID3
* xyz 0 1
C 0.75250 4.37766 2.43467
O 0.70803 5.57459 1.64539
C 1.97135 6.21799 1.47529
C 1.94205 7.60201 2.00023
C 1.41467 7.83001 3.47730
N 1.14193 8.43631 1.17364
H -0.29934 4.13048 2.57841
H 1.14695 4.55579 3.43506
H 1.11106 3.44676 1.99540
H 2.77665 5.52874 1.72930
H 2.11276 6.32969 0.40029
H 2.95290 8.00533 2.06016
H 2.28661 7.65829 4.10845
H 0.69931 7.06469 3.77840
H 0.93816 8.79552 3.64709
H 0.16273 8.18921 1.18754
H 1.28613 8.33206 0.17944
C 6.25253 1.00265 7.15734
O 5.01006 0.90247 6.48003
C 5.24468 1.23811 5.10062
C 3.97022 0.94178 4.26647
C 4.12236 1.30191 2.80780
N 2.84534 1.68087 4.77165
H 6.26671 2.08299 7.30145
H 7.14182 0.58650 6.68396
H 6.09512 0.42918 8.07083
H 5.57658 2.26507 4.94805
H 6.09686 0.60837 4.84504
H 3.81424 -0.13042 4.38548
H 5.02002 0.88671 2.34965
H 4.37830 2.35713 2.71241
H 3.24222 1.06540 2.20987
H 2.83049 1.42510 5.74862
H 1.97322 1.32386 4.40826
C -0.41709 1.15263 0.02808
O 0.20960 -0.01360 0.58546
C 0.21603 -1.10450 -0.32007
C 0.83633 -2.25684 0.30127
C 2.25401 -2.11804 0.87804
N 0.96264 -3.37197 -0.67237
H -1.48297 1.04454 -0.17271
H -0.01016 1.48242 -0.92782
H -0.09218 1.95271 0.69321
H -0.80425 -1.33991 -0.62292
H 0.81008 -0.90543 -1.21202
H 0.20119 -2.55125 1.13675
H 2.24474 -1.44235 1.73329
H 2.91759 -1.65376 0.14850
H 2.68196 -3.08739 1.13363
H 1.34758 -3.02685 -1.54002
H 1.50035 -4.11700 -0.25298
C -2.90212 3.48681 2.74482
O -4.15152 2.88389 2.70958
C -5.32619 3.66593 3.21355
C -6.47015 4.02187 2.15657
C -5.92898 4.74250 0.87795
N -7.39927 4.95697 2.76615
H -2.81731 4.42181 2.19102
H -2.24294 2.72970 2.32011
H -2.57680 3.80460 3.73541
H -5.73373 3.20121 4.11136
H -4.96418 4.65808 3.48319
H -7.07423 3.14602 1.91977
H -5.73163 5.79186 1.09707
H -6.69565 4.70950 0.10386
H -5.10674 4.08850 0.58761
H -7.74605 4.56282 3.62899
H -8.10402 4.77726 2.06534
C -4.09329 -0.49194 -2.43242
O -4.34786 0.31979 -3.56472
C -4.62869 1.62353 -3.23943
C -5.25518 2.36171 -4.45813
C -4.14046 2.78939 -5.39892
N -5.95467 3.59072 -4.00413
H -4.91136 -0.43887 -1.71407
H -3.23615 -0.12723 -1.86637
H -3.74292 -1.48018 -2.73028
H -5.39676 1.63458 -2.46610
H -3.70976 2.14403 -2.96972
H -5.89815 1.75892 -5.09949
H -3.32419 3.36928 -4.96817
H -4.48072 3.38780 -6.24404
H -3.67629 1.88879 -5.80086
H -6.17595 4.12740 -4.83064
H -5.31603 4.22336 -3.54369
C -0.37593 -10.45519 -3.06179
O 0.66407 -9.53891 -2.90289
C 0.24393 -8.46050 -2.17841
C 0.81156 -8.59535 -0.69170
C 0.55499 -7.27155 0.02450
N 2.25029 -8.90687 -0.65989
H -0.68224 -10.76826 -2.06366
H -0.02024 -11.33435 -3.59908
H -1.11502 -9.96816 -3.69792
H 0.70905 -7.62548 -2.70233
H -0.82186 -8.24775 -2.09510
H 0.33204 -9.36557 -0.08762
H 1.33944 -7.22948 0.78013
H -0.37677 -7.31758 0.58824
H 0.54646 -6.36140 -0.57522
H 2.86992 -8.13296 -0.85282
H 2.19806 -9.45869 -1.50421
C 2.51560 -7.11355 -5.82178
O 2.36452 -6.36804 -4.69329
C 2.53032 -4.95924 -4.80611
C 2.58608 -4.27394 -3.46595
C 2.76819 -2.81707 -3.61675
N 3.74848 -4.75114 -2.70095
H 2.35230 -8.18075 -5.67172
H 3.42830 -7.08010 -6.41671
H 1.76519 -6.86975 -6.57381
H 3.40391 -4.79362 -5.43658
H 1.75347 -4.61738 -5.49001
H 1.64054 -4.51005 -2.97777
H 2.76127 -2.16733 -2.74160
H 2.02806 -2.32886 -4.25074
H 3.72485 -2.64882 -4.11132
H 3.75779 -5.75871 -2.77040
H 4.53100 -4.61806 -3.32550
O -2.74062 4.31214 -1.00253
H -3.08667 3.45939 -0.73929
H -1.79310 4.23052 -0.89399
O 4.77053 -3.80660 -0.51568
H 4.52486 -4.41056 0.18511
H 4.17651 -4.01971 -1.23537
O 0.38728 4.53260 -0.75305
H 0.39831 5.30693 -0.19043
H 1.29997 4.24585 -0.78460
O 0.68452 0.84475 3.16788
H 1.18255 0.55534 2.40340
H -0.19839 0.50509 3.02180
O -4.17397 2.04461 -0.00619
H -5.06419 1.82854 -0.28374
H -4.25594 2.24886 0.92537
*
```

Here are the Löwdin charges for atoms 1 to 2, given in e: -0.0709 -0.2310

---

No. 2
This record from OMol25 describes a 2-piece molecular cluster, C4H10O3 overall. The level of theory is ωB97M-V/def2-TZVPD.

Calculated values
**LUMO energy**: 6.57 eV
**E**: -384.0209 Ha
**ΔE to the lowest compared entry with this formula, charge and spin**: 0.294 eV
**Kohn-Sham gap**: 5.98 eV

Structure (ORCA input):
```
! wB97M-V def2-TZVPD RIJCOSX def2/J DEFGRID3
* xyz -2 1
C -0.10421 0.51095 0.37080
C 0.03667 -0.53310 1.48610
C 0.82139 0.03874 2.71367
O 1.05773 -0.77966 3.78665
C -0.70154 -0.09535 -0.95610
O -0.65258 0.73605 -2.03309
H -0.75518 1.32056 0.72101
H 0.87207 0.95605 0.15866
H 0.59793 -1.42039 1.18659
H -0.96100 -0.92482 1.73440
H 0.27429 0.95899 3.01470
H 1.78165 0.39250 2.27705
H -1.75001 -0.33576 -0.68724
H -0.13575 -1.04649 -1.01101
H -0.54163 0.22764 -3.35768
H -0.82610 0.68108 -4.83577
O -0.35124 -0.03282 -4.37572
*
```

Here are the Löwdin charges for atoms 1 to 2, given in e: -0.2423 -0.2555

---

No. 3
This record from OMol25 describes C2H5NO2S in the gas phase. The level of theory is ωB97M-V/def2-TZVPD.

Calculated values
**LUMO energy**: 0.33 eV
**E**: -682.4780 Ha
**ΔE to the lowest compared entry with this formula, charge and spin**: 4.397 eV
**Kohn-Sham gap**: 9.74 eV

Structure (ORCA input):
```
! wB97M-V def2-TZVPD RIJCOSX def2/J DEFGRID3
* xyz 0 1
C 0.74826 -0.11144 0.44637
C 0.20415 0.87437 -0.64830
N -0.79379 0.33876 1.72809
O -1.20970 0.89773 -0.68875
O -2.43410 -1.11066 0.19494
S -1.94763 0.43701 0.69610
H 0.53879 -1.21661 0.57577
H 1.72410 0.20547 0.84265
H 0.58964 1.89155 -0.32811
H 0.51477 0.72410 -1.64218
H -2.62650 -1.22840 -0.83720
*
```

Here are the Löwdin charges for atoms 1 to 2, given in e: 0.0106 -0.2779

---

No. 4
This record from OMol25 describes a 2-piece molecular cluster, C25H40Cl2NO2 overall. The level of theory is ωB97M-V/def2-TZVPD.

Calculated values
**LUMO energy**: -3.47 eV
**E**: -2101.7687 Ha
**Kohn-Sham gap**: 5.30 eV

Structure (ORCA input):
```
! wB97M-V def2-TZVPD RIJCOSX def2/J DEFGRID3
* xyz 1 1
C 4.63286 -3.67883 -0.07709
C 5.51750 -2.46089 -0.14784
C 6.66107 -2.46902 0.83287
C 5.28677 -1.41877 -1.01853
C 4.10472 -0.46485 -0.90534
C 3.47498 -0.54364 0.48899
C 2.52412 0.61572 0.78677
C 2.41302 0.80936 2.30516
C 1.11930 0.38100 0.18765
C 0.40601 1.73217 0.05326
C -0.90459 1.70457 -0.80966
C -1.03346 0.58364 -1.83595
O -1.20723 -0.68812 -1.24500
O -0.43882 -1.66342 -1.93553
C -0.73323 2.99050 -1.76360
C -1.00932 4.06927 -0.73238
N -2.18232 3.49362 -0.07380
C -2.15667 2.20178 -0.12726
C -3.31921 1.43444 0.41271
C -3.00077 0.02943 0.97580
C -4.01275 -1.03672 0.46375
C -3.32971 -2.33427 0.07839
C -3.70319 -2.97928 -1.09818
C -3.06643 -4.16199 -1.47258
C -2.08433 -4.73737 -0.67511
C -1.72835 -4.10336 0.51098
C -2.33621 -2.90681 0.87071
H 5.23667 -4.50396 -0.45489
H 3.70414 -3.55888 -0.62813
H 4.40676 -3.91616 0.97177
H 6.18334 -2.54841 1.81208
H 7.27964 -3.37038 0.74008
H 7.25728 -1.56622 0.76506
H 5.97602 -1.24844 -1.84486
H 4.48060 0.54426 -1.06809
H 3.31611 -0.66265 -1.65019
H 2.98110 -1.50077 0.66666
H 4.30871 -0.45705 1.19034
H 2.94315 1.53114 0.35248
H 3.32630 1.21775 2.73386
H 1.55417 1.41503 2.59102
H 2.28993 -0.18001 2.75394
H 0.58957 -0.20706 0.94035
H 1.20503 -0.14603 -0.75738
H 1.10244 2.41037 -0.43696
H 0.20073 2.15599 1.03589
H -0.13602 0.60892 -2.45568
H -1.88600 0.77863 -2.49961
H -0.67671 -1.58643 -2.87280
H -1.62429 2.97640 -2.39423
H 0.19905 3.06876 -2.30630
H -0.18700 4.38414 -0.09404
H -1.31867 5.00543 -1.20609
H -2.90490 4.09605 0.31544
H -4.08699 1.40622 -0.36573
H -3.74560 2.05205 1.20138
H -1.97558 -0.28272 0.81357
H -3.17154 0.09347 2.04952
H -4.73535 -1.24940 1.25274
H -4.58535 -0.66782 -0.38644
H -4.47915 -2.59530 -1.74851
H -3.35188 -4.63594 -2.40328
H -1.60971 -5.65809 -0.98231
H -0.97660 -4.53878 1.15470
H -2.04136 -2.41166 1.78899
C -5.07723 5.97338 1.55004
Cl -4.53891 6.16223 -0.12530
Cl -4.47201 4.45678 2.24011
H -4.69352 6.79860 2.13758
H -6.16013 5.95843 1.57407
*
```

Here are the Löwdin charges for atoms 1 to 2, given in e: -0.0656 -0.3625

---

No. 5
This record from OMol25 describes C17H20FI2N3O3Pb as an isolated structure. The level of theory is ωB97M-V/def2-TZVPD.

Calculated values
**LUMO energy**: -5.70 eV
**E**: -1937.4261 Ha
**Kohn-Sham gap**: 7.93 eV

Structure (ORCA input):
```
! wB97M-V def2-TZVPD RIJCOSX def2/J DEFGRID3
* xyz 2 1
Pb 0.49245 5.67742 -1.80388
I 2.92227 5.54134 0.16234
C 2.58483 7.61791 0.58564
I 0.55022 8.16314 0.14592
H 3.25363 8.20351 -0.03103
H 2.75808 7.78011 1.64134
C -3.80683 -0.57719 1.20023
C -3.52071 -0.10145 -0.22026
N -2.35745 0.79719 -0.29523
C -2.55823 2.11913 -0.20873
C -1.59570 3.07469 -0.39666
C -2.05053 4.50163 -0.16099
O -3.04645 4.68320 0.49565
O -1.34495 5.45259 -0.70949
C -0.28333 2.66807 -0.76016
O 0.66109 3.43511 -1.12019
C -0.03150 1.23930 -0.67172
C 1.27561 0.75170 -0.80420
C 1.52718 -0.58189 -0.71476
F 2.81530 -0.99808 -0.75229
C 0.50667 -1.53752 -0.51845
C -0.78420 -1.05003 -0.38480
C -1.07012 0.32005 -0.44231
N 0.77214 -2.90013 -0.44167
C 0.10313 -3.79318 0.47694
C 1.10849 -4.34687 1.49106
N 2.23308 -5.02613 0.76533
C 2.89648 -4.10128 -0.21626
C 1.82828 -3.57640 -1.16913
H -4.66162 -1.25227 1.19498
H -4.04459 0.26900 1.84440
H -2.95298 -1.10113 1.63062
H -4.37827 0.44996 -0.59813
H -3.35114 -0.93562 -0.89916
H -3.56163 2.45056 0.03059
H 2.08761 1.45057 -0.94673
H -1.59137 -1.75647 -0.25796
H -0.35608 -4.62271 -0.07498
H -0.68119 -3.28371 1.02981
H 0.63742 -5.06211 2.16378
H 1.54015 -3.53464 2.07362
H 1.86339 -5.83388 0.25828
H 2.91506 -5.38630 1.43334
H 3.67519 -4.64593 -0.74776
H 3.34547 -3.28259 0.34262
H 1.38801 -4.42529 -1.71027
H 2.28763 -2.93333 -1.90932
*
```

Here are the Löwdin charges for atoms 1 to 2, given in e: 1.1174 0.8644

---

No. 6
This record from OMol25 describes a 9-piece molecular cluster, C4H25NO11 overall. The level of theory is ωB97M-V/def2-TZVPD.

Calculated values
**LUMO energy**: 0.24 eV
**E**: -1049.7949 Ha
**ΔE to the lowest compared entry with this formula, charge and spin**: 2.413 eV
**Kohn-Sham gap**: 9.91 eV

Structure (ORCA input):
```
! wB97M-V def2-TZVPD RIJCOSX def2/J DEFGRID3
* xyz 0 1
C 2.12185 -0.54072 -2.54152
C 0.88483 -0.92191 -1.75373
O -0.16803 -1.26484 -2.65074
C 0.99078 -2.10215 -0.74236
N 2.25449 -2.83414 -0.91548
C 0.92622 -1.62009 0.67529
O 1.90464 -1.11561 1.18823
O -0.19689 -1.93146 1.31445
H 3.12917 -0.68268 -2.09479
H 2.10999 0.52409 -2.72888
H 2.26145 -1.01992 -3.50244
H 0.44207 -0.03907 -1.22885
H 0.17081 -1.81556 -3.37841
H 0.14790 -2.81453 -0.93436
H 2.42604 -3.44484 -0.12940
H 3.02014 -2.15827 -1.01497
H -0.34842 -1.47992 2.19286
O 0.62750 1.09681 3.70928
H 0.47185 1.90657 3.21534
H 1.57694 0.97081 3.79559
O 0.90319 1.68297 1.33640
H 1.42485 0.91685 1.05630
H 0.83220 2.19066 0.50963
O -3.31033 1.44128 0.72096
H -3.62533 1.26068 -0.16398
H -2.87192 0.67555 1.08292
O -0.98149 1.31970 -3.64797
H -1.26170 2.04333 -3.07814
H -0.95706 0.54880 -3.05377
O -3.27586 -1.14885 0.40686
H -2.50423 -1.15023 0.99334
H -3.75941 -1.90985 0.80875
O 1.25150 3.83504 -0.55016
H 1.79878 4.05820 -1.30017
H 0.35200 3.57873 -0.74492
O -1.05681 -0.88299 3.55480
H -0.87078 0.07375 3.51388
H -0.35787 -1.27365 4.09530
O -1.45756 2.61762 -0.81712
H -1.48616 1.97332 -0.10799
H -2.32393 2.93349 -1.07767
*
```

Here are the Löwdin charges for atoms 1 to 2, given in e: -0.0272 -0.3430